Entry 1:
Below is a gas-phase ion, C3H4Br3N4 (charge +1) in a non-equilibrium geometry, with properties calculated with wB97M-V/def2-TZVPD.

Summary:
E_HOMO: -0.52053 Eh

The geometry in ORCA input format:
```
! RIJCOSX wB97M-V def2-TZVPD def2/J DEFGRID3
* xyz 1 1
C 1.3262 -0.3731 -0.0898
C -0.1964 -1.8193 0.7043
C -0.9678 0.2788 -0.1829
N 1.0336 -1.5715 0.4294
N 0.4402 0.6609 -0.3046
N -1.1399 -0.8875 0.4995
N 0.7900 1.9298 -0.6868
Br 3.1562 -0.1279 -0.2681
Br -0.5770 -3.3211 1.8264
Br -1.6334 0.1348 -2.1485
H -1.5608 1.1170 0.2499
H -1.9571 -0.8141 1.0397
H 1.2270 2.4811 0.0170
H 0.0591 2.3121 -1.0854
*
```

Atomic partial charges in e from the Löwdin method, atoms 1 to 2: -0.68, -0.72

---

Entry 2:
Below is 2 unconnected molecules or ions with the total composition C10H17N in a non-equilibrium geometry, with properties calculated with wB97M-V/def2-TZVPD.

Summary:
E_HOMO: -0.33796 Eh

The geometry in ORCA input format:
```
! RIJCOSX wB97M-V def2-TZVPD def2/J DEFGRID3
* xyz 0 1
C 1.9506 0.0332 1.2004
C 2.5765 -1.1166 1.7201
C 1.7343 -2.1133 2.2106
C 0.4003 -2.1338 2.1131
C -0.2295 -0.8876 1.7204
C -0.9167 0.7419 -1.2273
C 0.2500 -0.4055 -1.1700
C -0.9048 1.3776 -2.6204
C -0.5149 1.8984 -0.2836
C -2.1365 -0.0168 -0.7009
H 2.5591 0.8449 0.6351
H 3.6710 -1.0578 2.2022
H 2.0839 -3.0147 2.6521
H -0.2888 -3.0226 2.4453
H -1.2163 -0.6617 1.8643
H 0.2161 -0.9890 -2.0672
H 1.2787 0.1003 -0.8864
H 0.2070 -0.8407 -0.1388
H -1.8247 2.0579 -2.4956
H -0.0152 2.0401 -2.7403
H -1.0156 0.6607 -3.4177
H -1.0988 2.9411 -0.6084
H 0.5449 2.1982 -0.6174
H -0.5831 1.8831 0.8503
H -1.6606 -0.7956 0.0797
H -3.0238 0.7318 -0.1876
H -2.6360 -0.5482 -1.6127
N 0.5929 0.0948 1.0807
*
```

Atomic partial charges in e from the Löwdin method, atoms 1 to 2: -0.16, -0.06

---

Going through the records in order, we get energy relative to the best compared isomer or geometry (same formula, charge and spin) values of 0.0, 159.0 kcal per mole.
Going through the records in order, we get HOMO-LUMO gap values of 8.80, 9.57 eV.